Density functional theory data (ωB97M-V/def2-TZVPD) for a 4-piece molecular cluster, C3H16NO3 overall in a non-equilibrium geometry.

ORCA input file:
```
! wB97M-V def2-TZVPD RIJCOSX def2/J DEFGRID3
* xyz 2 2
C -0.978 0.390 0.368
C -0.001 0.583 -0.661
C -0.401 1.734 -1.612
N 1.365 0.885 0.065
H -0.779 -0.487 1.024
H -1.169 1.249 1.026
H -2.059 0.320 0.037
H 0.042 -0.253 -1.405
H 0.604 1.803 -2.237
H -0.620 2.759 -1.058
H -1.187 1.384 -2.179
H 1.863 1.679 -0.460
H 1.415 1.062 1.108
H 1.939 0.057 0.032
H 1.636 -1.019 2.380
H 0.544 -0.181 3.146
O 1.114 -0.248 2.328
H 2.887 -3.373 -0.643
H 3.308 -3.344 0.749
O 2.571 -3.174 0.173
H -3.632 -1.222 -0.406
H -4.667 -0.256 -1.090
O -3.798 -0.350 -0.685
*
```

Results
⟨S²⟩ = 0.754
Energy above the lowest of the compared OMol25 structures with the same formula, charge and spin = 33.1 kcal per mole
Frontier orbital gap (alpha / beta) = 11.0847 / 2.6974 eV
E_HOMO (alpha / beta) = -17.833 / -17.831 eV
Energy = -403.53624 hartree
Maximum force = 0.09268 Eh/bohr

Atomic partial charges in e from the natural (NBO) method, atoms 1 to 4:
1. C -0.59
2. C -0.04
3. C -0.53
4. N -0.72